Here is a structure of composition C24H35F6N4O2SSbSiTc from OMol25. Energies are from ωB97M-V with the def2-TZVPD basis set.

Geometry as ORCA input:
```
! wB97M-V def2-TZVPD RIJCOSX def2/J DEFGRID3
* xyz 1 3
Tc 0.4748 -0.3892 -0.3552
C 3.2750 3.1737 -0.7749
Si 2.5812 2.0942 0.5844
C 2.3935 2.9578 2.2173
C 3.8241 0.7427 0.8812
N 0.9790 1.4648 0.0952
C -0.0763 2.4009 -0.0888
C 0.1215 3.7872 -0.1004
C -0.9217 4.6769 -0.2923
C -2.2120 4.2126 -0.5007
C -2.4457 2.8473 -0.5084
C -1.3928 1.9830 -0.2965
O -1.5669 0.5833 -0.3201
C -2.8520 0.0415 -0.0657
C -3.3566 -0.8882 -0.9463
C -4.5856 -1.4746 -0.6616
C -5.2904 -1.1077 0.4737
C -4.7649 -0.1529 1.3386
C -3.5326 0.4233 1.0767
H 4.3540 3.0198 -0.8487
H 3.1163 4.2406 -0.6146
H 2.8309 2.9196 -1.7408
H 3.3731 3.2930 2.5679
H 2.0107 2.2428 2.9503
H 1.7286 3.8197 2.2079
H 4.7679 1.2365 1.1303
H 4.0255 0.1069 0.0171
H 3.5538 0.1100 1.7282
H 1.1154 4.1849 0.0274
H -0.7171 5.7387 -0.2909
H -3.0309 4.8992 -0.6615
H -3.4392 2.4584 -0.6833
H -2.8060 -1.1945 -1.8241
H -4.9784 -2.2230 -1.3360
H -6.2490 -1.5605 0.6865
H -5.3146 0.1447 2.2216
H -3.1151 1.1719 1.7366
C 0.8986 -1.7715 4.6210
C -0.2520 -0.8869 4.1770
S -0.9942 -1.2256 2.5860
O 0.1653 -0.9689 1.6059
C -1.2689 -3.0100 2.5839
C -0.0638 -3.8647 2.2207
H 1.3088 -1.3730 5.5486
H 1.6955 -1.7865 3.8788
H 0.5768 -2.7921 4.8161
H 0.0618 0.1533 4.0626
H -1.0920 -0.9007 4.8761
H -2.0705 -3.1399 1.8549
H -1.6729 -3.2288 3.5755
H 0.4812 -3.4414 1.3818
H -0.4210 -4.8427 1.9033
H 0.6213 -3.9964 3.0533
N 3.3087 0.8582 -4.8351
C 2.0983 0.5964 -4.2845
C 1.9725 0.2872 -2.9223
N 0.7802 0.0471 -2.3927
C -0.3022 0.1226 -3.1803
C -0.1505 0.4445 -4.5160
N 1.0269 0.6796 -5.0716
H 4.1577 0.6105 -4.3615
H 3.3425 0.9750 -5.8337
H 2.8333 0.2567 -2.2712
H -1.2659 -0.0815 -2.7446
H -1.0213 0.5079 -5.1561
F -0.6629 -2.0280 -0.9273
Sb -0.5337 -3.7446 -1.9909
F -2.0328 -3.1222 -2.9218
F 0.5462 -2.6883 -3.1066
F -1.6153 -4.3912 -0.6090
F 0.9982 -4.0902 -0.9637
F -0.4363 -5.3366 -2.9316
C 2.0680 -1.3479 -0.2773
H 2.6139 -1.7144 -1.1471
H 2.4225 -1.7507 0.6693
*
```

## Properties
total energy = -79264.2620 eV